Formula: C10H16O
Source: the OMol25 dataset
Level of theory: ωB97M-V/def2-TZVPD

Results
energy above the lowest of the compared OMol25 structures with the same formula, charge and spin	56.2	kcal per mole
expectation value of S²	0.761
spin multiplicity	2
highest occupied orbital energy (alpha / beta)	0.9 / -3.7	eV
charge	-1

Positions of all 27 atoms, in Å:
C 0.791507 -0.460686 -3.721725
C -0.074406 -1.397151 -2.782381
H 0.506421 -0.406471 -4.655691
H 0.942218 0.473947 -3.128634
H 1.811190 -0.920197 -3.954362
H 0.416149 -2.310562 -2.427212
H -0.914902 -1.776304 -3.352846
H -0.417645 -0.873299 -1.884569
C 1.534065 1.264762 0.950546
C 2.392066 1.865245 2.061146
C 0.244051 0.441422 1.202088
C -0.491755 0.197611 0.049157
C -0.261126 -0.116640 2.364976
C -1.802249 -0.283570 0.093146
C -1.565275 -0.656937 2.508015
C -2.269476 -0.716643 1.345888
O -3.656946 -0.902486 1.452729
H 1.210935 2.151710 0.398094
H 2.096527 0.785813 0.201212
H 2.096854 1.451555 3.013805
H -0.198088 0.602759 -1.022868
H 0.432772 -0.066892 3.215038
H -2.473708 -0.364080 -0.903788
H -1.924249 -0.919528 3.630471
H -4.064635 -1.759103 1.329382
H 2.194253 2.964685 2.061740
H 3.445452 1.731039 1.956641

Force components x, y, z for each atom (eV/Å):
C 3.0971 -1.7406 5.8731
C 0.3127 -0.0140 -0.9219
H -2.5653 1.1062 -4.5611
H -0.0130 -0.3986 -1.1762
H -0.7875 0.5118 1.0437
H 0.3854 0.3326 -0.1026
H -0.4603 0.0853 -0.0296
H 0.0646 -0.3550 -0.5697
C -1.2249 0.7930 0.3908
C -1.2113 0.6378 0.2545
C 0.2736 -0.2552 -0.1468
C 1.3471 1.7951 -3.7549
C 2.8155 1.4494 0.9016
C -2.8030 -1.4806 -0.7231
C 0.2063 -1.0257 3.1821
C -2.1072 0.2425 -1.7024
O -1.0769 0.4087 0.2567
H -0.4953 -0.1353 -0.1435
H 1.0243 -1.1305 -0.7207
H -0.0200 0.0266 0.4830
H -0.1002 -0.2237 2.5629
H -0.5023 -0.0038 0.0811
H 1.5058 0.1773 2.7116
H 0.4204 0.6314 -3.1663
H 0.8257 -0.4226 -0.1600
H 0.2771 -0.7578 0.4095
H 0.8113 -0.2541 -0.2720

Atom-resolved charges from Löwdin, all expressed in e: atom 1 (C): -0.14, atom 2 (C): -0.15, atom 3 (H): -0.03, atom 4 (H): 0.06, atom 5 (H): 0.07, atom 6 (H): 0.06, atom 7 (H): 0.04, atom 8 (H): -0.01, atom 9 (C): -0.22, atom 10 (C): -0.12, atom 11 (C): -0.28, atom 12 (C): -0.21, atom 13 (C): -0.14, atom 14 (C): -0.13, atom 15 (C): -0.14, atom 16 (C): -0.42, atom 17 (O): -0.05, atom 18 (H): 0.09, atom 19 (H): 0.07, atom 20 (H): 0.04, atom 21 (H): 0.09, atom 22 (H): 0.07, atom 23 (H): 0.13, atom 24 (H): 0.12, atom 25 (H): 0.07, atom 26 (H): 0.07, atom 27 (H): 0.04

***

Formula: C7H14N2O4S
Source: the OMol25 dataset
Level of theory: ωB97M-V/def2-TZVPD

Results
energy above the lowest of the compared OMol25 structures with the same formula, charge and spin	0.0	kcal per mole
highest occupied orbital energy	-9.0	eV
charge	0

Positions of all 28 atoms, in Å:
C 0.777507 0.564505 2.172150
C 0.502164 0.395393 0.674305
C 2.250594 0.294603 2.504141
C -1.216415 -0.358235 -0.927299
C -0.858281 -1.834079 -1.162262
C -0.738424 0.491726 -2.145513
C -1.776594 0.470190 -3.258130
H 0.092218 -1.260635 2.827265
H -0.139522 0.002381 3.892330
H 0.531767 1.619247 2.434250
H 2.345788 0.182271 3.593344
H 2.567862 -0.657701 2.062001
H 3.178249 1.549160 0.741104
H -1.359728 -0.080645 1.179557
H -2.322025 -0.311355 -0.920176
H 0.218970 0.036472 -2.512138
H 0.309902 1.871411 -1.314953
H -1.993246 -0.576753 -3.546982
H -1.403509 1.010406 -4.115112
H -2.696962 0.971449 -2.935645
H -0.197686 -3.377898 -0.362389
N -0.163712 -0.255340 2.924313
N -0.770404 0.108622 0.372534
O 1.386041 0.541216 -0.178829
O -1.002565 -2.398773 -2.220417
O -0.535653 1.837001 -1.773460
O -0.395368 -2.462109 -0.070503
S 3.409032 1.627466 2.066515

Force components x, y, z for each atom (eV/Å):
C -0.0918 0.6751 0.1638
C 0.6398 0.1891 -0.4477
C 0.0483 -0.1060 0.1641
C -0.2772 -0.1738 0.0502
C -0.3029 0.1418 -0.5964
C 0.6090 -0.1774 -0.3370
C -0.1564 -0.6495 0.2315
H -0.3114 1.0042 0.2780
H -0.0090 -0.0729 0.4547
H 0.2937 -0.5011 -0.2899
H -0.0557 0.0934 -0.2536
H -0.0203 0.2160 -0.0141
H 0.0712 0.0309 0.2158
H 0.1651 0.0639 -0.2362
H 0.4253 -0.0589 0.0720
H -0.7361 0.4224 0.2454
H 0.1784 -0.0205 0.1078
H 0.0435 0.6175 0.1177
H 0.1785 0.1028 -0.2649
H 0.1225 -0.1464 0.0695
H -0.1160 0.4819 0.1985
N 0.2301 -1.1990 -0.5429
N -0.4050 -0.1838 0.0420
O -0.4573 -0.1588 0.5198
O 0.1134 0.2508 0.4968
O -0.2108 -0.1046 -0.1879
O 0.2118 -0.5643 -0.0649
S -0.1805 -0.1727 -0.1920

Atom-resolved charges from Löwdin, all expressed in e: atom 1 (C): -0.37, atom 2 (C): -0.44, atom 3 (C): -0.53, atom 4 (C): -0.14, atom 5 (C): -0.46, atom 6 (C): -0.39, atom 7 (C): -0.04, atom 8 (H): 0.11, atom 9 (H): 0.08, atom 10 (H): 0.16, atom 11 (H): 0.07, atom 12 (H): 0.08, atom 13 (H): -0.14, atom 14 (H): 0.14, atom 15 (H): 0.17, atom 16 (H): 0.16, atom 17 (H): 0.07, atom 18 (H): 0.09, atom 19 (H): 0.08, atom 20 (H): 0.09, atom 21 (H): 0.14, atom 22 (N): 0.04, atom 23 (N): 0.12, atom 24 (O): 0.02, atom 25 (O): 0.11, atom 26 (O): -0.02, atom 27 (O): 0.11, atom 28 (S): 0.71

***

- Look up the energy above the lowest of the compared OMol25 structures with the same formula, charge and spin of the second one.
  0.0 kcal per mole

***

- The highest charge belongs to which entry?
  C7H14N2O4S

***

- The lowest energy above the lowest of the compared OMol25 structures with the same formula, charge and spin belongs to which entry?
  C7H14N2O4S

***

- Which of these has the highest charge?
  C7H14N2O4S